DFT (ωB97M-V with the def2-TZVPD basis set) results for a molecular structure, C12H14ClIN3OPt in a non-equilibrium geometry.

Geometry (Å):
Pt -0.2344 -0.7006 -1.0015
N -0.4879 -2.5991 -1.5301
C 0.3245 -3.6620 -0.7631
C 1.7650 -3.3469 -0.8915
C 2.3409 -2.2022 -0.1214
N 1.9216 -0.8938 -0.6537
H -1.4432 -2.9810 -1.6687
H -0.0761 -2.6428 -2.4681
H -0.0241 -4.6432 -1.1633
H -0.0517 -3.6453 0.2819
H 2.0899 -3.1763 -1.9502
H 2.3852 -4.2376 -0.6978
H 3.4290 -2.1950 -0.1953
H 2.0928 -2.1774 0.9544
H 2.4625 -0.7644 -1.4919
H 2.2052 -0.2010 0.0386
Cl -2.4894 4.7478 2.5281
C -1.6244 3.3370 2.0789
C -1.2761 2.5097 3.1666
C -0.7197 1.2678 2.9678
I -0.3655 0.0341 4.5346
C -0.3802 0.8180 1.6326
O 0.2408 -0.2754 1.3212
C -0.7560 1.6804 0.5471
N -0.6236 1.1764 -0.7392
C -0.8966 1.9254 -1.7977
C -1.3414 3.2504 -1.7190
C -1.6138 3.7420 -0.4503
C -1.3490 2.9529 0.7277
H -1.5247 2.9091 4.1751
H -0.6528 1.4159 -2.7250
H -1.4098 3.8044 -2.6399
H -1.9169 4.7726 -0.2867

Output
- ΔE to the lowest compared entry with this formula, charge and spin: 126.2 kJ/mol
- LUMO energy (spin up / spin down): -3.6 / -5.4 eV
- Multiplicity: 3
- ⟨S²⟩: 2.06
- Net charge: +1
- HOMO-LUMO gap (spin up / spin down): 7.10 / 4.94 eV
- F_max: 3.2 eV/A
- Calculated total energy: -1582.09659 Ha
- HOMO level (spin up / spin down): -10.678 / -10.348 eV

Results of the Löwdin charge analysis, in e, for atoms 1 through 2: 1.079 -0.209